Record 1
{
  "formula": "C62H153N5O26",
  "method": "ωB97M-V/def2-TZVPD",
  "smiles": "COC[C@H](C)N.COC[C@H](C)N.COC[C@H](C)N.COC[C@H](C)N.COC[C@H](C)N.COCCOCCOC.COCCOCCOC.COCCOCCOC.COCCOCCOC.COCCOCCOC.COCCOCCOC.COCCOCCOC",
  "homo_energy_ha": -0.30914,
  "lumo_energy_ev": 0.4,
  "spin_multiplicity": 1,
  "e_tot_ha": -4683.323980,
  "largest_force_ev_per_a": 3.5,
  "gap_ha": 0.325,
  "e_above_lowest_ev": 3.170,
  "species": ["C", "O", "C", "C", "O", "C", "C", "O", "C", "H", "H", "H", "H", "H", "H", "H", "H", "H", "H", "H", "H", "H", "H", "C", "O", "C", "C", "O", "C", "C", "O", "C", "H", "H", "H", "H", "H", "H", "H", "H", "H", "H", "H", "H", "H", "H", "C", "O", "C", "C", "O", "C", "C", "O", "C", "H", "H", "H", "H", "H", "H", "H", "H", "H", "H", "H", "H", "H", "H", "C", "O", "C", "C", "O", "C", "C", "O", "C", "H", "H", "H", "H", "H", "H", "H", "H", "H", "H", "H", "H", "H", "H", "C", "O", "C", "C", "O", "C", "C", "O", "C", "H", "H", "H", "H", "H", "H", "H", "H", "H", "H", "H", "H", "H", "H", "C", "O", "C", "C", "O", "C", "C", "O", "C", "H", "H", "H", "H", "H", "H", "H", "H", "H", "H", "H", "H", "H", "H", "C", "O", "C", "C", "O", "C", "C", "O", "C", "H", "H", "H", "H", "H", "H", "H", "H", "H", "H", "H", "H", "H", "H", "C", "C", "C", "O", "C", "N", "H", "H", "H", "H", "H", "H", "H", "H", "H", "H", "H", "C", "C", "C", "O", "C", "N", "H", "H", "H", "H", "H", "H", "H", "H", "H", "H", "H", "C", "C", "C", "O", "C", "N", "H", "H", "H", "H", "H", "H", "H", "H", "H", "H", "H", "C", "C", "C", "O", "C", "N", "H", "H", "H", "H", "H", "H", "H", "H", "H", "H", "H", "C", "C", "C", "O", "C", "N", "H", "H", "H", "H", "H", "H", "H", "H", "H", "H", "H"],
  "xyz": [[0.512, -10.612, 1.161], [0.252, -9.291, 1.716], [0.944, -9.061, 2.908], [0.458, -7.805, 3.612], [-1.001, -7.770, 3.813], [-1.501, -6.932, 4.852], [-1.658, -5.476, 4.409], [-0.595, -5.001, 3.612], [-0.969, -4.116, 2.571], [1.524, -10.993, 1.298], [0.228, -10.717, 0.114], [-0.039, -11.372, 1.716], [2.017, -8.921, 2.776], [0.906, -9.978, 3.495], [0.779, -7.037, 2.908], [1.057, -7.725, 4.519], [-0.937, -7.144, 5.760], [-2.496, -7.326, 5.060], [-1.891, -4.859, 5.277], [-2.574, -5.452, 3.817], [-0.055, -3.612, 2.259], [-1.602, -3.312, 2.945], [-1.606, -4.615, 1.840], [-4.767, -6.300, 2.182], [-3.937, -5.616, 1.310], [-4.447, -4.359, 0.833], [-3.653, -3.962, -0.461], [-4.150, -2.780, -0.995], [-3.615, -2.348, -2.256], [-4.028, -0.929, -2.531], [-5.452, -0.744, -2.747], [-5.895, -1.062, -4.040], [-5.251, -5.597, 2.859], [-4.345, -7.120, 2.762], [-5.575, -6.750, 1.605], [-4.305, -3.642, 1.641], [-5.517, -4.476, 0.660], [-3.720, -4.844, -1.097], [-2.637, -3.764, -0.120], [-3.943, -2.943, -3.108], [-2.535, -2.484, -2.203], [-3.475, -0.660, -3.430], [-3.733, -0.312, -1.682], [-5.212, -0.663, -4.789], [-6.913, -0.718, -4.225], [-5.846, -2.139, -4.200], [-4.744, 3.702, -3.756], [-3.950, 4.434, -2.841], [-4.654, 5.490, -2.106], [-5.252, 6.522, -3.159], [-6.348, 6.063, -3.991], [-6.172, 6.477, -5.365], [-7.416, 6.051, -6.143], [-7.460, 4.631, -6.399], [-8.416, 4.296, -7.381], [-4.986, 4.236, -4.675], [-5.693, 3.357, -3.345], [-4.245, 2.806, -4.123], [-3.864, 5.845, -1.444], [-5.364, 5.015, -1.428], [-4.446, 6.917, -3.778], [-5.559, 7.371, -2.549], [-5.295, 6.016, -5.819], [-6.036, 7.522, -5.640], [-7.542, 6.533, -7.112], [-8.314, 6.351, -5.603], [-8.325, 4.730, -8.376], [-9.384, 4.654, -7.030], [-8.342, 3.211, -7.450], [-1.074, -1.647, -5.963], [-0.296, -2.117, -4.840], [-0.682, -3.327, -4.265], [0.147, -3.665, -3.039], [1.548, -3.571, -3.205], [2.066, -2.265, -3.146], [3.289, -2.196, -3.994], [3.934, -0.914, -3.937], [4.930, -0.752, -4.951], [-2.105, -1.458, -5.664], [-1.052, -2.487, -6.658], [-0.657, -0.751, -6.423], [-0.633, -4.081, -5.051], [-1.722, -3.559, -4.035], [0.086, -4.718, -2.763], [-0.313, -3.199, -2.168], [2.283, -2.145, -2.084], [1.376, -1.468, -3.424], [2.883, -2.372, -4.990], [4.023, -2.873, -3.557], [5.445, -1.676, -5.214], [5.629, -0.032, -4.525], [4.535, -0.354, -5.886], [10.017, -8.797, 0.237], [9.213, -7.818, -0.370], [8.001, -7.738, 0.279], [7.192, -6.580, -0.286], [5.808, -6.579, 0.047], [5.443, -6.556, 1.419], [3.917, -6.505, 1.601], [3.097, -5.408, 1.240], [3.196, -5.010, -0.193], [10.434, -8.407, 1.165], [10.879, -9.039, -0.386], [9.517, -9.752, 0.398], [8.184, -7.627, 1.347], [7.398, -8.645, 0.238], [7.246, -6.466, -1.369], [7.511, -5.624, 0.128], [5.864, -5.674, 1.902], [5.818, -7.401, 1.996], [3.546, -6.781, 2.588], [3.579, -7.231, 0.862], [2.926, -5.889, -0.778], [4.184, -4.725, -0.556], [2.561, -4.187, -0.520], [3.577, -0.002, 0.193], [4.527, 0.988, -0.012], [4.926, 1.089, -1.356], [3.719, 1.631, -2.245], [3.669, 3.108, -2.284], [3.269, 3.782, -1.076], [2.697, 5.206, -1.336], [1.376, 5.278, -1.866], [0.984, 6.657, -1.967], [3.173, 0.095, 1.201], [3.880, -1.048, 0.154], [2.718, 0.099, -0.471], [5.371, 0.161, -1.715], [5.698, 1.854, -1.263], [2.720, 1.252, -2.033], [3.807, 1.435, -3.314], [4.075, 3.877, -0.347], [2.441, 3.258, -0.600], [3.392, 5.719, -2.001], [2.733, 5.748, -0.390], [0.139, 6.812, -2.638], [1.806, 7.350, -2.145], [0.640, 6.944, -0.973], [2.040, 10.987, 5.570], [1.401, 9.756, 5.364], [0.399, 9.810, 4.430], [-0.244, 8.440, 4.254], [-0.805, 7.845, 5.442], [-1.415, 6.555, 5.434], [-0.272, 5.456, 5.134], [0.224, 5.490, 3.792], [-0.759, 5.278, 2.797], [2.162, 11.188, 6.634], [1.395, 11.800, 5.238], [2.948, 10.968, 4.968], [0.680, 10.093, 3.415], [-0.391, 10.511, 4.699], [0.601, 7.832, 3.930], [-0.919, 8.508, 3.400], [-2.289, 6.468, 4.788], [-1.783, 6.537, 6.460], [-0.693, 4.476, 5.356], [0.482, 5.547, 5.916], [-1.461, 6.111, 2.764], [-1.370, 4.404, 3.020], [-0.311, 5.082, 1.823], [-0.805, 0.764, 3.872], [0.443, 1.595, 4.188], [1.154, 1.447, 5.545], [2.378, 2.232, 5.595], [2.767, 2.592, 6.853], [1.344, 1.466, 3.055], [-1.215, 0.959, 2.881], [-1.635, 0.900, 4.565], [-0.587, -0.302, 3.920], [0.063, 2.605, 4.041], [1.293, 0.382, 5.732], [0.460, 1.725, 6.338], [3.709, 3.140, 6.886], [3.026, 1.721, 7.454], [2.015, 3.302, 7.197], [2.076, 0.945, 3.515], [1.853, 2.322, 2.885], [-0.273, 2.423, -1.998], [-1.395, 1.868, -1.055], [-0.911, 0.896, 0.020], [-0.229, -0.219, -0.486], [0.135, -1.136, 0.587], [-2.077, 3.015, -0.505], [-0.632, 2.789, -2.960], [0.399, 1.628, -2.319], [0.450, 3.106, -1.551], [-2.107, 1.267, -1.620], [-1.776, 0.490, 0.544], [-0.361, 1.396, 0.817], [0.874, -1.844, 0.212], [-0.648, -1.771, 1.000], [0.698, -0.620, 1.365], [-2.654, 3.375, -1.252], [-1.447, 3.766, -0.261], [4.487, -3.798, 4.003], [3.000, -3.579, 4.459], [2.444, -2.386, 3.661], [2.740, -1.097, 4.246], [4.101, -0.708, 4.232], [2.423, -4.880, 4.088], [4.563, -3.555, 2.943], [4.730, -4.844, 4.192], [5.148, -3.220, 4.649], [2.862, -3.481, 5.536], [1.361, -2.506, 3.628], [2.714, -2.380, 2.605], [4.194, 0.376, 4.297], [4.583, -1.091, 3.333], [4.705, -1.112, 5.044], [1.487, -4.887, 4.467], [2.450, -4.869, 3.079], [-3.972, -0.521, 3.062], [-4.783, 0.757, 2.721], [-5.150, 0.755, 1.208], [-6.021, 1.752, 0.868], [-6.208, 1.938, -0.576], [-6.033, 0.768, 3.516], [-3.697, -0.516, 4.116], [-3.042, -0.773, 2.554], [-4.639, -1.366, 2.893], [-4.289, 1.724, 2.824], [-5.615, -0.206, 0.987], [-4.244, 0.766, 0.602], [-7.023, 2.648, -0.710], [-6.689, 1.020, -0.916], [-5.404, 2.343, -1.190], [-6.604, -0.020, 3.246], [-6.572, 1.565, 3.209], [1.710, 6.220, -6.050], [1.860, 4.694, -5.633], [1.339, 3.636, -6.709], [1.693, 2.303, -6.447], [1.021, 1.727, -5.362], [3.238, 4.429, -5.221], [1.603, 6.821, -5.147], [0.840, 6.406, -6.679], [2.503, 6.631, -6.675], [1.249, 4.397, -4.781], [1.904, 3.805, -7.626], [0.349, 3.912, -7.072], [-0.064, 1.805, -5.431], [1.209, 2.202, -4.399], [1.177, 0.648, -5.387], [3.515, 3.459, -5.277], [3.338, 4.798, -4.287]],
  "mulliken_charge": [-0.9045, -0.2595, -0.6362, 0.1610, -0.3806, -0.9329, 0.0763, -0.0725, -0.7908, 0.3515, 0.2569, 0.3470, 0.2562, 0.4877, -0.0958, 0.3258, 0.3505, 0.4386, 0.3077, -0.0589, -0.2476, 0.4355, 0.5743, -0.9378, -0.2762, -0.3552, -0.1797, -0.2397, 0.4981, 0.4842, -0.2813, -0.8944, 0.3850, 0.2338, 0.3432, 0.0831, 0.6355, 0.2405, -0.1039, 0.3859, -0.5944, 0.3747, -0.5930, 0.3354, 0.3077, 0.2814, -0.8172, 0.0186, -0.4865, -0.7729, -0.3334, -0.4698, -0.7327, -0.1881, -0.8083, 0.1460, 0.3322, 0.3088, 0.3141, 0.3037, 0.3429, 0.4227, 0.3871, 0.4001, 0.4368, 0.3484, 0.3130, 0.3322, 0.2130, -0.7454, -0.0891, -0.6942, -0.1625, -0.5547, 1.0072, -1.1038, 0.0928, -1.0228, 0.1634, 0.3645, 0.2113, 0.5880, 0.3975, 0.4614, -0.1840, -0.1694, 0.0999, 0.3932, 0.3125, 0.3966, 0.2567, 0.2760, -0.7570, -0.3570, -0.3741, -0.6001, -0.2797, -0.8235, -0.6044, -0.3489, -0.9761, 0.3148, 0.2810, 0.3050, 0.3246, 0.3674, 0.3163, 0.3254, 0.3980, 0.4078, 0.4873, 0.5240, 0.3491, 0.3523, 0.1598, 0.8141, -0.4182, -0.5662, 1.1999, -0.4604, 0.0564, -1.1727, 0.2268, -1.0152, -0.7010, 0.2715, -0.1806, 0.3576, 0.3138, -0.5337, -0.2740, 0.3852, -0.1788, 0.4137, 0.5022, 0.2480, 0.3602, 0.2935, -0.7699, -0.2767, -0.6561, -0.1048, -0.3546, -0.6682, -0.1973, -0.4578, -0.5363, 0.2481, 0.3477, 0.2555, 0.3649, 0.4146, 0.1970, 0.2345, 0.3198, 0.3727, 0.2595, 0.3110, 0.3331, 0.3292, -0.0116, -1.0081, 1.6568, -1.0579, -0.3058, -0.8532, 0.0436, -0.1295, 0.5793, 0.1532, -0.7169, 0.3362, 0.7332, 0.2653, 0.2995, 0.2981, -0.5335, 0.3395, -0.3215, 0.9966, -0.1712, 0.4607, -0.1200, -0.4928, 0.6941, -0.6167, 0.1286, -0.6649, -0.3851, -0.1876, -0.1181, 0.3521, -0.1849, 0.1772, 0.1322, -1.6776, 0.3211, 0.1359, -0.1822, -0.9651, -0.3228, 0.1869, 0.5961, 0.4220, 0.5064, -0.3511, 0.2984, 0.2950, 0.3911, 0.3046, 0.1594, -0.0360, -1.2569, 0.5387, 0.0206, -0.4391, -0.4407, -0.8002, 0.3581, -0.0205, 0.4067, 0.3139, 0.2546, -0.2806, 0.3797, 0.3142, -0.0295, 0.3004, 0.3522, -1.4586, 1.5273, -1.1129, -0.4353, 0.0474, -0.7312, 0.2667, 0.3715, 0.3667, -0.3249, 0.4114, 0.3663, 0.3595, -0.1461, 0.0205, 0.3042, 0.2182]
}


Record 2
{
  "formula": "C37H74CrN4O7SbSi",
  "method": "ωB97M-V/def2-TZVPD",
  "total_charge": 2,
  "homo_energy_ha": [-0.44475, -0.44585],
  "lumo_energy_ev": [-6.6, -6.1],
  "spin_multiplicity": 4,
  "e_tot_ha": -3773.973965,
  "largest_force_ev_per_a": 1.9,
  "gap_ha": [0.202, 0.221],
  "e_above_lowest_ev": 1.422,
  "species": ["Cr", "O", "H", "H", "O", "H", "H", "C", "C", "C", "C", "C", "N", "C", "O", "N", "C", "C", "C", "C", "N", "C", "C", "C", "H", "H", "H", "H", "H", "H", "H", "H", "H", "H", "H", "H", "H", "N", "H", "H", "H", "C", "C", "C", "C", "O", "Si", "O", "O", "C", "C", "C", "C", "O", "C", "C", "C", "C", "H", "H", "H", "H", "H", "H", "H", "H", "H", "H", "H", "H", "H", "H", "H", "H", "H", "H", "H", "H", "H", "H", "H", "H", "H", "H", "H", "C", "C", "C", "C", "Sb", "C", "C", "C", "C", "C", "C", "C", "C", "H", "H", "H", "H", "H", "H", "H", "H", "H", "H", "H", "H", "H", "H", "H", "H", "H", "H", "H", "H", "H", "H", "H", "H", "H", "H", "H"],
  "xyz": [[0.533, -0.055, 0.389], [-0.286, -1.190, 2.051], [-1.001, -0.696, 2.477], [0.374, -1.276, 2.794], [1.204, 1.407, -1.061], [1.204, 2.207, -0.490], [2.092, 1.357, -1.439], [4.833, -7.081, 7.922], [4.259, -5.850, 7.301], [4.423, -4.604, 7.900], [3.830, -3.470, 7.373], [3.062, -3.563, 6.223], [2.347, -2.420, 5.759], [2.281, -1.954, 4.506], [1.357, -1.236, 4.124], [3.327, -2.334, 3.683], [3.291, -2.189, 2.312], [3.905, -3.113, 1.457], [3.674, -2.997, 0.099], [2.775, -2.044, -0.358], [2.212, -1.141, 0.451], [2.569, -1.144, 1.737], [2.910, -4.796, 5.594], [3.504, -5.924, 6.133], [5.623, -6.835, 8.626], [5.230, -7.756, 7.167], [4.053, -7.617, 8.465], [5.002, -4.520, 8.806], [3.950, -2.515, 7.859], [1.677, -2.019, 6.403], [3.991, -2.991, 4.078], [4.546, -3.886, 1.849], [4.148, -3.668, -0.598], [2.523, -1.989, -1.407], [2.271, -0.286, 2.319], [2.295, -4.881, 4.708], [3.349, -6.881, 5.658], [-0.157, -1.711, -0.864], [0.247, -1.838, -1.789], [-1.163, -1.629, -1.001], [-0.015, -2.587, -0.362], [-0.266, 5.685, 1.012], [0.823, 4.959, 0.230], [2.062, 5.849, 0.106], [0.324, 4.557, -1.162], [1.232, 3.749, 0.872], [0.826, 2.780, 2.116], [0.359, 1.410, 1.396], [2.173, 2.287, 2.865], [3.195, 2.991, 3.573], [4.312, 3.326, 2.584], [2.656, 4.269, 4.205], [3.726, 2.052, 4.658], [-0.400, 3.342, 3.015], [-1.181, 2.645, 3.992], [-0.284, 1.827, 4.920], [-1.935, 3.719, 4.777], [-2.173, 1.707, 3.281], [-0.502, 6.634, 0.537], [0.074, 5.870, 2.027], [-1.168, 5.080, 1.063], [1.828, 6.732, -0.483], [2.866, 5.305, -0.385], [2.401, 6.166, 1.089], [-0.143, 5.402, -1.653], [-0.394, 3.745, -1.064], [1.152, 4.224, -1.781], [3.938, 3.991, 1.810], [4.682, 2.418, 2.114], [5.129, 3.813, 3.108], [2.270, 4.931, 3.436], [3.450, 4.775, 4.747], [1.850, 4.044, 4.897], [4.113, 1.139, 4.213], [2.940, 1.792, 5.360], [4.529, 2.539, 5.204], [0.447, 2.476, 5.395], [0.252, 1.067, 4.355], [-0.878, 1.351, 5.696], [-1.241, 4.330, 5.350], [-2.642, 3.250, 5.454], [-2.471, 4.367, 4.088], [-1.694, 1.296, 2.391], [-3.055, 2.261, 2.980], [-2.481, 0.909, 3.952], [-3.979, 3.752, 0.921], [-4.155, 3.429, -0.550], [-5.619, 3.245, -0.889], [-3.531, 4.525, -1.390], [-2.952, 1.463, -0.925], [-4.395, -0.276, -0.390], [-4.984, 0.049, 0.971], [-3.569, -1.551, -0.289], [-5.482, -0.428, -1.435], [-2.630, 1.337, -3.209], [-1.492, 2.291, -3.524], [-2.217, -0.083, -3.543], [-3.889, 1.716, -3.959], [-4.421, 4.726, 1.131], [-2.926, 3.795, 1.197], [-4.484, 3.023, 1.550], [-6.138, 4.188, -0.714], [-6.085, 2.499, -0.251], [-5.773, 2.973, -1.930], [-3.975, 5.481, -1.116], [-3.712, 4.382, -2.452], [-2.462, 4.595, -1.212], [-4.202, 0.240, 1.706], [-5.581, -0.795, 1.321], [-5.640, 0.914, 0.919], [-2.775, -1.450, 0.457], [-3.149, -1.824, -1.257], [-4.208, -2.379, 0.022], [-5.962, 0.518, -1.668], [-6.257, -1.097, -1.059], [-5.095, -0.864, -2.353], [-0.601, 2.037, -2.952], [-1.768, 3.321, -3.314], [-1.242, 2.228, -4.582], [-1.323, -0.362, -2.988], [-1.985, -0.159, -4.604], [-3.019, -0.789, -3.343], [-4.216, 2.726, -3.727], [-4.706, 1.028, -3.756], [-3.691, 1.680, -5.032]],
  "mulliken_charge": [0.7290, -0.5812, 0.3113, 0.3202, -0.3456, 0.1371, 0.1797, -1.3901, 0.7018, -0.7585, -0.6935, -0.1394, 0.0014, -0.1227, -0.6494, 0.1596, -0.3433, -0.5877, -1.0517, -0.4553, 0.6826, -0.8506, 0.1390, -0.7509, 0.3733, 0.3751, 0.2986, 0.3654, 0.4743, 0.3633, 0.3499, 0.5155, 0.4715, 0.5177, 1.5014, 0.4794, 0.4056, -0.6749, 0.3303, -0.2529, 0.3719, -1.5547, 1.9064, -1.9483, -1.7104, -0.2397, -2.5285, 4.3311, 0.0715, 1.4743, -1.5102, -1.2425, -1.7410, 0.7510, 1.8775, -1.7295, -2.0135, -1.1271, 0.6716, 0.3204, 0.0326, 0.4669, 0.3417, 0.3758, 0.6924, 0.0924, 0.3529, 0.1450, 0.2723, 0.4877, 0.0734, 0.6101, 0.2395, 0.2442, 0.3250, 0.5331, 0.1599, 0.3692, 0.6314, 0.4456, 0.3817, 0.3626, -0.5790, 0.3486, 0.6221, -1.6388, 1.8917, -1.7766, -1.9774, 0.0550, 1.6876, -1.6579, -1.6479, -1.6753, 1.5756, -1.4784, -1.5873, -1.6154, 0.5940, -0.1347, 0.3724, 0.5232, 0.3310, 0.2865, 0.5655, 0.3203, 0.3242, 0.1764, 0.5145, 0.2854, 0.0534, 0.2503, 0.5276, 0.2570, 0.5086, 0.3199, 0.0855, 0.3179, 0.5307, 0.0130, 0.5447, 0.2523, 0.2406, 0.2557, 0.5363]
}